<w>
Molecular formula: C4H14N4O
Method: DFT, ωB97M-V/def2-TZVPD

Results
**HOMO energy**: -0.322 hartree
**SMILES**: [H]/N=C\NN.CNCCO
**LUMO energy**: 0.81 eV
**Gap between HOMO and LUMO**: 0.352 hartree

Atoms and positions in Å:
1 C -2.718 -0.703 0.255
2 C 2.769 -1.120 0.393
3 C 0.714 -0.337 -0.639
4 C 0.947 1.129 -0.947
5 H -0.574 0.351 1.372
6 H -1.790 1.190 2.104
7 H -2.189 1.068 -0.611
8 H -2.537 -1.230 1.201
9 H -3.451 -0.707 -1.495
10 H 2.931 -1.869 -0.399
11 H 3.187 -1.519 1.327
12 H 3.356 -0.234 0.129
13 H 0.879 -1.568 0.973
14 H 1.031 -0.939 -1.510
15 H -0.366 -0.498 -0.536
16 H 0.618 1.339 -1.977
17 H 2.026 1.371 -0.885
18 H 0.473 2.825 -0.139
19 N -1.311 1.025 1.225
20 N -2.237 0.589 0.269
21 N -3.345 -1.309 -0.671
22 N 1.375 -0.765 0.583
23 O 0.213 1.912 -0.022

<x>
Molecular formula: C4H14N4O
Method: DFT, ωB97M-V/def2-TZVPD

Results
**HOMO energy**: -0.267 hartree
**SMILES**: NC(N)=CO.CCNN
**LUMO energy**: 0.81 eV
**Gap between HOMO and LUMO**: 0.296 hartree

Atoms and positions in Å:
1 C 1.490 1.681 -0.005
2 C 1.879 0.210 0.046
3 N -0.026 1.978 0.294
4 N -0.682 1.726 1.513
5 H -0.589 1.849 -0.538
6 H -0.479 2.471 2.175
7 H -0.385 0.839 1.921
8 H 1.811 2.147 -0.939
9 H 1.988 2.223 0.805
10 H 1.620 -0.272 -0.896
11 H 2.964 0.119 0.108
12 H 1.463 -0.280 0.925
13 C -0.974 -1.233 -0.199
14 N -0.199 -2.410 -0.255
15 N -1.847 -1.202 0.904
16 C -1.180 -0.504 -1.315
17 O -0.645 -0.769 -2.554
18 H 0.002 -1.482 -2.580
19 H 0.700 -2.274 -0.697
20 H -0.139 -2.877 0.638
21 H -2.314 -0.320 1.070
22 H -2.562 -1.920 0.910
23 H -1.896 0.303 -1.329

Stability summary: most stable <x>, least stable <w>.

<w>
Molecular formula: C5H5N
Method: DFT, ωB97M-V/def2-TZVPD

Results
**HOMO energy**: -0.337 hartree
**LUMO energy**: 0.20 eV
**Gap between HOMO and LUMO**: 0.344 hartree

Atoms and positions in Å:
1 C -2.270 -0.852 0.192
2 C -1.943 0.337 -0.197
3 C -0.027 0.357 -0.067
4 C -0.643 -1.031 0.179
5 C 1.378 0.713 0.091
6 N -0.951 1.229 -0.409
7 H -0.233 -1.674 1.077
8 H -0.474 -1.543 -0.786
9 H 1.973 0.366 0.845
10 H 1.333 1.790 -0.067
11 H 1.856 0.309 -0.858

<x>
Molecular formula: C5H5N
Method: DFT, ωB97M-V/def2-TZVPD

Results
**HOMO energy (spin up / spin down)**: -0.335 / -0.295 hartree
**LUMO energy (spin up / spin down)**: -1.24 / -0.96 eV
**Gap between HOMO and LUMO (spin up / spin down)**: 0.290 / 0.260 hartree

Atoms and positions in Å:
1 C 1.731 0.262 0.104
2 C 2.029 -1.096 0.012
3 C 0.430 0.782 -0.220
4 C -0.987 -1.237 -0.279
5 C -1.837 -0.041 0.226
6 N -0.606 -0.002 -0.353
7 H 2.402 1.103 0.146
8 H 1.207 -1.833 -0.022
9 H 0.336 1.727 -0.631
10 H -2.856 0.149 -0.223
11 H -1.849 0.185 1.239

Stability summary: most stable <w>, least stable <x>.